(1)
{"formula": "C22H100N3O26P", "method": "ωB97M-V/def2-TZVPD", "spin_multiplicity": 1, "energy_ev": -91427.9140, "relative_energy_ev": 0.0495, "e_homo_ha": -0.339, "orbital_gap_ev": 9.350, "symbols": ["N", "H", "H", "H", "H", "N", "H", "H", "H", "H", "N", "H", "H", "H", "H", "P", "O", "O", "O", "O", "C", "O", "H", "H", "H", "H", "C", "O", "H", "H", "H", "H", "C", "O", "H", "H", "H", "H", "C", "O", "H", "H", "H", "H", "C", "O", "H", "H", "H", "H", "C", "O", "H", "H", "H", "H", "C", "O", "H", "H", "H", "H", "C", "O", "H", "H", "H", "H", "C", "O", "H", "H", "H", "H", "C", "O", "H", "H", "H", "H", "C", "O", "H", "H", "H", "H", "C", "O", "H", "H", "H", "H", "C", "O", "H", "H", "H", "H", "C", "O", "H", "H", "H", "H", "C", "O", "H", "H", "H", "H", "C", "O", "H", "H", "H", "H", "C", "O", "H", "H", "H", "H", "C", "O", "H", "H", "H", "H", "C", "O", "H", "H", "H", "H", "C", "O", "H", "H", "H", "H", "C", "O", "H", "H", "H", "H", "C", "O", "H", "H", "H", "H"], "positions_angstrom": [[-22.62901, 0.56228, -2.01274], [-21.93290, -0.10190, -2.31999], [-22.83950, 0.42252, -1.03485], [-23.53986, 0.48395, -2.44204], [-22.28498, 1.50353, -2.13847], [-25.97639, -1.75860, 1.10049], [-25.56095, -1.62809, 2.01181], [-25.82269, -2.69216, 0.74702], [-25.58578, -1.08289, 0.45946], [-26.96060, -1.53713, 1.05183], [-26.61168, -0.98086, -4.89273], [-25.73563, -0.47837, -4.90526], [-26.95019, -0.78727, -3.96104], [-26.27062, -1.92883, -4.96433], [-27.30800, -0.72322, -5.57746], [-25.59750, -0.64081, -1.98308], [-25.24043, -2.17409, -2.10619], [-25.06608, -0.16300, -0.55812], [-27.10381, -0.39469, -2.31570], [-24.80105, 0.15286, -3.11767], [-24.56566, 1.39215, -8.37878], [-24.80937, 0.08426, -7.91618], [-25.51379, 1.75551, -8.77516], [-24.16650, 2.13594, -7.68919], [-23.90743, 1.35701, -9.24688], [-24.43418, -0.04176, -7.04158], [-22.18913, -3.18051, -2.98820], [-22.53079, -2.25526, -1.97550], [-21.94085, -2.65884, -3.91249], [-21.37010, -3.82996, -2.67915], [-23.01605, -3.85685, -3.20471], [-23.47640, -2.11107, -2.05693], [-25.29008, 0.68312, 3.44109], [-25.49499, -0.71143, 3.63570], [-25.41305, 1.19982, 4.39292], [-24.32432, 0.90408, 2.98656], [-26.06504, 1.01886, 2.75202], [-24.99611, -0.94102, 4.42311], [-25.41252, 3.11289, -2.83513], [-25.45685, 2.40389, -4.05089], [-26.30645, 2.87417, -2.25895], [-24.51840, 2.94910, -2.23360], [-25.54779, 4.16390, -3.09037], [-25.17161, 1.52422, -3.79317], [-22.66467, -1.01601, 1.46510], [-23.05869, 0.23859, 0.95754], [-22.49815, -1.79726, 0.72347], [-21.71527, -1.01528, 2.00060], [-23.37244, -1.53923, 2.10807], [-23.85886, 0.13389, 0.43758], [-24.25925, -4.76217, -0.46337], [-25.40568, -4.05855, -0.46979], [-24.12579, -5.37176, -1.35707], [-23.42371, -4.06220, -0.45963], [-24.24585, -5.52761, 0.31253], [-25.31138, -3.31632, -1.07129], [-18.92517, 0.73372, -2.91008], [-19.86386, -0.34221, -2.82886], [-19.00592, 1.30675, -3.83378], [-19.11517, 1.39693, -2.06618], [-17.93002, 0.29569, -2.83332], [-19.68341, -0.91483, -3.57796], [-21.35787, 3.15862, -7.73362], [-20.37780, 2.24064, -8.17687], [-21.71165, 2.92612, -6.72918], [-20.94739, 4.16420, -7.64171], [-22.28383, 3.14796, -8.30856], [-20.25139, 2.36109, -9.12085], [-19.05180, -2.87016, -5.83963], [-19.38363, -1.60259, -5.38837], [-19.50456, -3.46403, -5.04564], [-19.58319, -3.19149, -6.73544], [-17.96700, -2.92294, -5.93192], [-19.17232, -0.92157, -6.03115], [-21.94208, 2.21009, 4.15779], [-23.09131, 3.08227, 4.32559], [-21.52306, 2.04434, 5.15029], [-22.20201, 1.26760, 3.67588], [-21.24186, 2.67752, 3.46548], [-23.42580, 3.18223, 3.43133], [-19.43741, 1.63718, 1.39153], [-18.92303, 2.07440, 2.67410], [-20.52470, 1.56224, 1.40847], [-19.22459, 2.37549, 0.61841], [-18.91940, 0.69486, 1.21324], [-19.07925, 1.40189, 3.34114], [-22.82195, 3.97091, 1.08290], [-23.96857, 3.52705, 1.81084], [-22.53487, 3.16309, 0.40975], [-23.13659, 4.86735, 0.54857], [-22.04165, 4.20482, 1.80713], [-24.48106, 2.91878, 1.27329], [-25.18592, 4.86506, -6.60974], [-24.18569, 4.02189, -6.05375], [-26.02528, 4.26619, -6.96319], [-25.51732, 5.61599, -5.89254], [-24.81109, 5.33766, -7.51763], [-24.56382, 3.51700, -5.33007], [-26.00801, -4.93309, -3.82313], [-25.82659, -3.58969, -4.22614], [-26.76575, -5.33906, -4.49331], [-25.08662, -5.51281, -3.76796], [-26.45249, -4.99294, -2.82967], [-25.48291, -3.07943, -3.48916], [-22.37871, 0.27510, -5.73509], [-23.63378, -0.27641, -5.35788], [-22.14362, 0.24236, -6.79894], [-22.34551, 1.29855, -5.36153], [-21.59019, -0.25388, -5.19981], [-23.82798, -0.07430, -4.43970], [-29.53363, 0.08502, 0.00605], [-28.21582, -0.45055, 0.11895], [-29.95345, -0.14085, -0.97417], [-30.14929, -0.32721, 0.80550], [-29.38632, 1.16353, 0.06275], [-27.80560, -0.36212, -0.74448], [-28.78791, 1.35505, -4.33982], [-28.75530, 1.42593, -2.91564], [-29.36654, 0.47157, -4.60957], [-29.37066, 2.19411, -4.71994], [-27.85424, 1.24582, -4.89156], [-28.04958, 0.84001, -2.63229], [-18.51694, -2.00718, -0.24619], [-19.87527, -1.99347, 0.10238], [-18.20611, -1.22208, -0.93546], [-17.83925, -2.05102, 0.60640], [-18.39185, -2.88020, -0.88673], [-20.37587, -1.92908, -0.71423], [-20.10176, 6.03240, -0.72788], [-19.75626, 4.78459, -1.26990], [-19.95429, 6.70865, -1.56992], [-21.12136, 6.05467, -0.34316], [-19.38952, 6.25085, 0.06781], [-18.81372, 4.64918, -1.14792], [-27.11034, 2.60714, 0.54113], [-25.72458, 2.29296, 0.37636], [-27.58050, 1.94968, 1.27243], [-27.21016, 3.67199, 0.75141], [-27.55068, 2.44582, -0.44284], [-25.66341, 1.38799, 0.06189], [-20.76883, -5.03852, 1.73375], [-20.78766, -3.72564, 2.33320], [-19.95506, -5.07308, 1.00941], [-20.57284, -5.84441, 2.44103], [-21.68059, -5.13925, 1.14499], [-20.75706, -3.13286, 1.57869], [-21.90193, 3.69582, -3.51776], [-21.66726, 3.05015, -2.26245], [-21.61411, 3.00929, -4.31397], [-22.94837, 3.91619, -3.72868], [-21.30014, 4.59908, -3.61821], [-20.99135, 3.59106, -1.84752]], "lowdin_charge": [0.30, 0.08, 0.08, -0.01, 0.06, 0.30, 0.08, 0.09, -0.01, 0.10, 0.31, 0.08, 0.04, 0.09, 0.14, 0.36, -0.33, -0.36, -0.34, -0.39, -0.17, -0.12, 0.08, 0.05, 0.07, 0.01, -0.12, -0.15, 0.07, 0.08, 0.07, 0.01, -0.11, -0.14, 0.10, 0.05, 0.07, 0.09, -0.13, -0.14, 0.07, 0.07, 0.09, -0.01, -0.15, -0.13, 0.06, 0.08, 0.07, -0.02, -0.20, -0.14, 0.07, 0.07, 0.09, -0.02, -0.12, -0.15, 0.08, 0.07, 0.08, 0.03, -0.17, -0.12, 0.04, 0.08, 0.07, 0.07, -0.14, -0.14, 0.08, 0.09, 0.09, 0.10, -0.14, -0.14, 0.08, 0.06, 0.05, -0.01, -0.12, -0.14, 0.06, 0.06, 0.07, 0.07, -0.11, -0.15, 0.07, 0.08, 0.08, 0.01, -0.14, -0.15, 0.07, 0.08, 0.08, 0.02, -0.14, -0.16, 0.08, 0.07, 0.08, 0.00, -0.10, -0.15, 0.09, 0.06, 0.06, 0.01, -0.11, -0.17, 0.08, 0.08, 0.06, 0.00, -0.16, -0.14, 0.07, 0.08, 0.05, -0.03, -0.15, -0.13, 0.06, 0.09, 0.08, 0.06, -0.12, -0.14, 0.08, 0.08, 0.09, 0.10, -0.10, -0.16, 0.07, 0.10, 0.06, 0.02, -0.13, -0.14, 0.07, 0.08, 0.06, 0.01, -0.09, -0.16, 0.06, 0.06, 0.09, 0.03]}

(2)
{"formula": "C22H10BrF10N3P2Y", "method": "ωB97M-V/def2-TZVPD", "spin_multiplicity": 2, "energy_ev": -144273.4744, "relative_energy_ev": 0.1513, "e_homo_ha": [-0.539, -0.539], "total_charge": 2, "orbital_gap_ev": [7.596, 4.804], "s2": 0.781, "symbols": ["Y", "F", "C", "C", "F", "C", "F", "C", "P", "C", "C", "C", "C", "C", "C", "C", "C", "C", "C", "C", "C", "C", "Br", "C", "F", "H", "H", "H", "H", "H", "H", "H", "H", "H", "H", "F", "P", "F", "F", "F", "F", "F", "N", "C", "C", "C", "N", "C", "N"], "positions_angstrom": [[1.53168, 0.40808, -1.66896], [-0.32814, -6.65510, -0.12251], [-0.30221, -5.34796, -0.03761], [-1.15245, -4.68096, 0.82190], [-1.99887, -5.35522, 1.56677], [-1.09763, -3.29476, 0.89753], [-1.91819, -2.70343, 1.75566], [-0.22822, -2.53726, 0.12903], [-0.12798, -0.74740, 0.29815], [0.48821, -0.42373, 1.95685], [-0.33010, -0.38747, 3.08793], [0.22302, -0.18240, 4.34068], [1.59713, -0.02167, 4.48130], [2.42572, -0.06640, 3.36894], [1.86451, -0.26691, 2.11545], [-1.77587, -0.04506, 0.12095], [-2.71278, -0.66890, -0.69918], [-3.93548, -0.06020, -0.94097], [-4.22115, 1.17552, -0.37902], [-3.28238, 1.81061, 0.42154], [-2.05906, 1.20398, 0.67473], [0.61163, -3.24759, -0.73075], [1.91367, -2.46219, -1.88909], [0.59470, -4.62309, -0.82245], [1.40125, -5.28652, -1.63296], [-1.39812, -0.53130, 2.99313], [-0.41582, -0.16005, 5.21319], [2.02090, 0.12738, 5.46577], [3.49598, 0.04236, 3.47807], [2.55144, -0.34496, 1.27309], [-2.50905, -1.63502, -1.14662], [-4.66357, -0.55974, -1.56543], [-5.18187, 1.63834, -0.56057], [-3.50713, 2.77233, 0.86369], [-1.35393, 1.71063, 1.32213], [0.13388, 0.61797, -2.98736], [3.20033, 1.07067, -4.57006], [3.48398, 0.62020, -2.90140], [2.89037, 1.48823, -6.01646], [2.49324, 2.28365, -3.94718], [4.70322, 1.06777, -4.73865], [2.42354, -0.24341, -4.64808], [1.46680, 2.54414, -0.77621], [1.11378, 3.63552, -0.72498], [0.62227, 5.00294, -0.66030], [-0.48318, 5.22823, 0.16493], [-1.41771, 5.38059, 0.82957], [1.29089, 5.95909, -1.42397], [1.85877, 6.75044, -2.05021]], "lowdin_charge": [1.27, 0.20, -0.11, -0.12, 0.19, -0.20, 0.14, -0.30, 1.00, -0.38, -0.07, -0.04, -0.04, -0.06, -0.12, -0.38, -0.08, -0.04, -0.04, -0.06, -0.10, -0.51, 0.92, -0.26, 0.11, 0.11, 0.12, 0.12, 0.12, 0.08, 0.11, 0.12, 0.12, 0.11, 0.10, -0.45, 0.38, -0.29, 0.00, -0.02, 0.05, -0.02, 0.13, -0.03, -0.12, -0.13, 0.28, -0.13, 0.29]}

(3)
{"formula": "C22H10Cl5CrN3SbSe4", "method": "ωB97M-V/def2-TZVPD", "spin_multiplicity": 5, "energy_ev": -386405.8669, "relative_energy_ev": 0.7056, "e_homo_ha": [-0.186, -0.186], "total_charge": -1, "orbital_gap_ev": [5.721, 5.664], "s2": 6.140, "symbols": ["Cr", "N", "C", "C", "C", "C", "C", "C", "C", "C", "C", "C", "C", "C", "N", "C", "C", "C", "C", "N", "H", "H", "H", "H", "H", "H", "H", "H", "H", "H", "Cl", "C", "C", "C", "Cl", "C", "Cl", "C", "Cl", "C", "Cl", "Se", "Sb", "Se", "Se", "Se"], "positions_angstrom": [[-1.42051, -1.43064, -0.50667], [4.54222, 6.02474, 0.57222], [3.91015, 5.10213, 0.30736], [3.12034, 3.94777, -0.02497], [2.18101, 3.46272, 0.88287], [1.42035, 2.35496, 0.55434], [1.58830, 1.72922, -0.67689], [2.52842, 2.21479, -1.57861], [3.29652, 3.31994, -1.25595], [0.74557, 0.54922, -1.01420], [1.27894, -0.69936, -0.79107], [2.62354, -1.08651, -0.52102], [2.62020, -2.45129, -0.42228], [1.27026, -2.87480, -0.55291], [0.47971, -1.84721, -0.79371], [-0.54268, 0.81574, -1.54918], [-1.09815, 2.09133, -1.78872], [-2.24469, 1.88516, -2.54420], [-2.34968, 0.50023, -2.73312], [-1.33672, -0.16133, -2.16169], [2.05394, 3.95348, 1.83815], [0.69133, 1.96410, 1.25371], [2.64938, 1.72680, -2.53709], [4.02792, 3.70441, -1.95363], [3.46758, -0.41952, -0.44566], [3.46167, -3.10146, -0.24776], [0.87410, -3.87770, -0.46355], [-0.68925, 3.03245, -1.45806], [-2.92701, 2.63111, -2.91844], [-3.11982, -0.04223, -3.26278], [-3.66035, -0.04351, 0.28150], [-2.69247, -0.29819, 1.71773], [-1.49616, -0.95496, 1.49912], [-0.71355, -1.16558, 2.62837], [0.80887, -1.96793, 2.47237], [-1.11980, -0.74632, 3.89650], [-0.12558, -1.02923, 5.27494], [-2.34215, -0.09372, 4.05907], [-2.85385, 0.42810, 5.61739], [-3.14875, 0.14063, 2.95061], [-4.65999, 0.94925, 3.10312], [0.38791, -6.18577, -1.40033], [-1.95816, -5.70196, -1.39659], [-3.61081, -7.16706, -0.42394], [-3.45354, -5.67949, -3.32913], [-2.46455, -3.50247, -0.15725]], "lowdin_charge": [0.37, 0.15, -0.19, -0.23, -0.01, 0.01, -0.18, 0.00, -0.02, -0.06, -0.26, -0.01, -0.06, -0.16, -0.05, -0.29, -0.02, -0.08, -0.17, -0.04, 0.12, 0.13, 0.13, 0.12, 0.11, 0.10, -0.02, 0.11, 0.09, 0.12, 0.75, -0.67, -0.31, -0.67, 0.76, -0.70, 0.67, -0.70, 0.67, -0.70, 0.68, -0.11, -0.33, -0.09, -0.11, 0.17]}

(4)
{"formula": "C22H11BrCl5LaN2O4", "method": "ωB97M-V/def2-TZVPD", "spin_multiplicity": 1, "energy_ev": -167679.9581, "relative_energy_ev": 0.0000, "e_homo_ha": -0.309, "orbital_gap_ev": 8.044, "symbols": ["La", "C", "C", "N", "C", "C", "N", "C", "O", "O", "C", "O", "O", "H", "H", "H", "H", "H", "Cl", "C", "C", "C", "Cl", "C", "Cl", "C", "Cl", "C", "Cl", "Br", "C", "C", "C", "C", "C", "C", "C", "C", "C", "C", "H", "H", "H", "H", "H", "H"], "positions_angstrom": [[-1.43997, 0.52313, 0.10333], [1.52237, -1.40451, -2.42525], [1.19888, -1.86403, -1.05036], [0.29977, -1.33607, -0.23381], [0.32446, -2.09614, 0.92311], [1.25320, -3.08880, 0.79078], [1.78470, -2.91878, -0.45871], [1.74772, -4.21503, 1.63112], [1.22234, -4.33238, 2.81878], [2.60238, -4.94146, 1.17879], [-0.56259, -1.77204, 2.08086], [-0.51009, -2.47966, 3.08796], [-1.32081, -0.75782, 1.92629], [0.89317, -0.56297, -2.69002], [1.35569, -2.20901, -3.14309], [2.56836, -1.10166, -2.49204], [2.50581, -3.52700, -0.81941], [0.54589, -3.60581, 2.99900], [-4.12532, -1.20216, 0.79939], [-3.98901, -1.35248, -0.93637], [-3.03357, -0.53319, -1.52223], [-2.89270, -0.68393, -2.89298], [-1.64270, 0.27202, -3.63603], [-3.66168, -1.54672, -3.66443], [-3.44886, -1.64608, -5.36863], [-4.61213, -2.34211, -3.02305], [-5.57491, -3.43362, -3.93318], [-4.77546, -2.25486, -1.63896], [-5.92211, -3.24584, -0.83110], [0.54223, 2.30086, -1.92711], [1.45916, 3.27072, -0.52609], [2.44407, 4.11667, -0.94139], [3.19579, 4.82117, 0.01607], [2.93629, 4.63084, 1.34214], [1.90700, 3.76033, 1.77124], [1.65627, 3.57966, 3.15075], [0.64855, 2.76087, 3.56335], [-0.15546, 2.09573, 2.61321], [0.02559, 2.20589, 1.24354], [1.10146, 3.05314, 0.82598], [2.64840, 4.23824, -1.99653], [3.97355, 5.49656, -0.31323], [3.52190, 5.14830, 2.09329], [2.27946, 4.09717, 3.87037], [0.45425, 2.61229, 4.61893], [-0.95132, 1.47055, 3.01570]], "lowdin_charge": [1.89, 0.00, -0.33, 0.04, -0.12, -0.06, 0.19, -0.49, 0.15, 0.11, -0.54, 0.08, -0.29, 0.00, 0.10, 0.09, 0.18, 0.06, 0.68, -0.72, -0.40, -0.72, 0.64, -0.71, 0.68, -0.70, 0.69, -0.71, 0.69, 0.73, -0.56, -0.14, -0.08, -0.04, -0.17, -0.04, -0.08, -0.17, -0.30, -0.25, 0.10, 0.11, 0.11, 0.11, 0.10, 0.07]}